Model 1:
Density functional theory data (ωB97M-V/def2-TZVPD) for a single C4H6FN3 molecule.

Atoms and positions in Å:
C1 -1.399 -0.261 -0.469
C2 -0.829 0.853 0.335
C3 1.028 -0.602 0.059
C4 -0.365 -0.547 0.618
H1 -1.083 -0.325 -1.535
H2 -1.476 1.404 0.998
H3 0.521 2.275 0.311
H4 2.140 0.782 -0.930
H5 1.260 -2.454 0.161
H6 -0.563 -1.101 1.559
N1 0.306 1.551 -0.316
N2 1.443 0.699 -0.213
N3 1.710 -1.629 -0.262
F1 -2.692 -0.645 -0.316

Properties
SMILES: [H]/N=C1/NN[C@H]2[C@H](F)[C@@H]12
Frontier orbital gap (eV): 9.646

=====

Model 2:
Density functional theory data (ωB97M-V/def2-TZVPD) for a single C4H6FN3 molecule.

Atoms and positions in Å:
C1 1.315 -0.926 0.222
C2 0.740 -0.089 -0.839
C3 -1.718 0.898 0.650
C4 -2.134 -0.369 0.011
H1 1.160 -2.054 -0.048
H2 2.342 -0.687 0.522
H3 1.567 0.002 -1.617
H4 -0.118 -0.561 -1.285
H5 1.298 1.824 0.035
H6 -2.412 1.361 1.311
N1 0.416 1.309 -0.392
N2 -0.576 1.526 0.456
N3 -2.374 -1.401 -0.412
F1 0.495 -0.833 1.386

Properties
SMILES: N#C/C=N\NCCF
Frontier orbital gap (eV): 9.921

=====

If we sort the structures by their calculated energies, the order from most to least stable is model 1, model 2.

=====

Model 1:
Density functional theory data (ωB97M-V/def2-TZVPD) for a single C2H3ClS molecule.

Atoms and positions in Å:
C1 -0.431 -0.303 0.238
C2 0.932 -0.466 0.077
S1 -1.972 1.001 0.178
Cl1 2.130 0.763 0.178
H1 -0.837 -1.296 0.175
H2 -1.272 1.758 -0.629
H3 1.450 -1.455 -0.216

Properties
SMILES: S/C=C\Cl
Frontier orbital gap (eV): 9.520

=====

Model 2:
Density functional theory data (ωB97M-V/def2-TZVPD) for a single C2H3ClS molecule.

Atoms and positions in Å:
C1 -0.783 0.189 0.403
C2 0.429 0.040 -0.406
S1 0.761 -1.753 0.031
Cl1 1.768 1.127 0.036
H1 -0.721 0.313 1.468
H2 -1.732 -0.027 -0.053
H3 0.277 0.111 -1.480

Properties
Frontier orbital gap (alpha / beta) (eV): 7.467 / 7.322

=====

If we sort the structures by their calculated energies, the order from most to least stable is model 1, model 2.

=====

Model 1:
Density functional theory data (ωB97M-V/def2-TZVPD) for a single C6H13NO2 molecule.

Atoms and positions in Å:
C1 -2.255 1.286 -0.408
N1 -1.067 0.794 0.266
C2 0.708 1.105 -0.672
O1 1.053 1.947 0.370
O2 1.229 1.489 -1.718
H1 1.654 2.645 0.072
H2 -0.846 1.307 1.112
H3 -2.508 2.292 -0.068
H4 -2.148 1.263 -1.495
H5 -3.083 0.641 -0.107
C3 -0.147 -1.200 1.640
C4 1.898 -1.368 -0.625
C5 0.592 -0.619 -0.776
C6 -0.477 -0.808 0.223
H6 0.181 -0.764 -1.776
H7 -1.321 -1.354 -0.199
H8 -1.040 -1.180 2.262
H9 0.224 -2.226 1.656
H10 1.739 -2.448 -0.677
H11 2.576 -1.124 -1.442
H12 2.400 -1.108 0.306
H13 0.639 -0.569 2.054

Properties
SMILES: CN[C@H](C)[C@H](C)C(=O)O
Frontier orbital gap (eV): 9.176

=====

Model 2:
Density functional theory data (ωB97M-V/def2-TZVPD) for a single C6H13NO2 molecule.

Atoms and positions in Å:
C1 -0.564 0.897 0.178
C2 -1.899 0.248 0.068
C3 0.690 0.009 0.430
C4 0.256 -1.004 1.524
C5 1.227 -0.788 -0.650
C6 1.517 -0.042 -2.017
H1 0.041 2.089 1.585
H2 -1.695 1.867 1.484
H3 -0.398 1.480 -0.714
H4 1.420 0.836 0.573
H5 0.181 -0.566 2.554
H6 -0.582 -1.472 1.158
H7 1.000 -1.857 1.617
H8 0.700 -1.649 -0.839
H9 2.193 -1.158 -0.267
H10 0.555 0.409 -2.226
H11 2.302 0.731 -2.085
H12 1.735 -0.721 -2.852
H13 -2.985 -0.829 -0.826
N1 -0.733 1.515 1.382
O1 -2.880 0.749 0.743
O2 -2.079 -0.746 -0.819

Properties
SMILES: CC[C@H](C)[C@H](N)C(=O)O
Frontier orbital gap (eV): 9.682

=====

Model 3:
Density functional theory data (ωB97M-V/def2-TZVPD) for C6H13NO2 as an isolated structure.

Atoms and positions in Å:
C1 -0.303 0.873 1.062
C2 0.113 0.869 -1.953
C3 -0.672 2.213 1.654
C4 -1.372 -0.188 1.209
C5 1.462 1.044 -1.887
O1 2.372 1.692 -1.545
H1 0.646 0.520 1.473
H2 -0.401 1.344 -2.779
H3 -0.261 -0.154 -1.860
H4 -0.099 0.973 -0.292
H5 0.168 2.907 1.628
H6 -1.529 2.644 1.133
H7 -2.284 0.130 0.707
H8 -1.602 -0.386 2.256
H9 -1.045 -1.129 0.754
H10 -0.957 2.115 2.711
C6 1.741 -2.394 -0.335
O2 -0.268 -2.505 -1.307
N1 0.833 -3.166 -0.745
H11 -0.835 -3.224 -1.612
H12 2.612 -2.866 0.090
H13 1.680 -1.313 -0.364

Properties
Frontier orbital gap (eV): 8.512

=====

Model 4:
Density functional theory data (ωB97M-V/def2-TZVPD) for a 2-piece molecular cluster, C6H13NO2 overall.

Atoms and positions in Å:
C1 0.620 -1.523 -0.748
C2 1.627 -1.764 0.363
C3 -0.414 1.672 -1.729
C4 0.133 1.156 -0.430
O1 -0.147 -2.669 -1.024
O2 1.251 1.413 -0.028
H1 0.308 -3.152 -1.726
H2 1.137 -1.172 -1.651
H3 1.128 -2.165 1.245
H4 2.390 -2.475 0.044
H5 2.096 -0.816 0.622
H6 -0.753 2.698 -1.592
H7 -1.274 1.075 -2.023
H8 0.371 1.670 -2.484
C5 -0.612 1.017 2.110
C6 -1.065 0.948 0.687
N1 -2.245 0.896 0.251
H9 -2.961 0.794 0.971
H10 -0.153 -0.702 -0.291
H11 -0.726 2.028 2.503
H12 -1.155 0.308 2.734
H13 0.444 0.766 2.198

Properties
SMILES: [H]/N=C(\C)C(C)=O.CCO
Frontier orbital gap (eV): 9.719

=====

If we sort the structures by their calculated energies, the order from most to least stable is model 2, model 4, model 1, model 3.

=====

Model 1:
Density functional theory data (ωB97M-V/def2-TZVPD) for a 4-piece molecular cluster, C3H14N2O3 overall.

Atoms and positions in Å:
C1 0.920 -2.852 -1.376
C2 0.735 -1.557 -0.568
C3 1.697 -0.613 -0.664
N1 1.665 0.623 0.100
N2 -0.530 -1.457 -0.047
H1 1.219 -2.580 -2.389
H2 0.022 -3.457 -1.376
H3 1.746 -3.394 -0.917
H4 2.291 -0.621 -1.566
H5 0.971 0.495 0.839
H6 2.516 0.685 0.652
H7 -1.162 -2.226 -0.126
H8 -0.850 -0.710 0.576
H9 -1.433 2.508 0.299
H10 -2.298 3.383 1.210
O1 -2.034 2.467 1.077
H11 -1.107 -0.131 3.032
H12 -1.424 1.062 2.082
O2 -0.865 0.262 2.193
H13 -0.576 1.021 -1.393
H14 0.308 2.191 -1.135
O3 -0.654 1.986 -1.270

Properties
SMILES: C/C(N)=C/N.O.O.O
Frontier orbital gap (eV): 7.781

=====

Model 2:
Density functional theory data (ωB97M-V/def2-TZVPD) for a 3-piece molecular cluster, C3H14N2O3 overall.

Atoms and positions in Å:
C1 0.528 -1.155 -1.233
N1 0.289 -1.145 0.315
C2 -0.646 -2.139 0.752
O1 -0.441 -2.210 2.105
C3 -0.336 -0.079 -1.838
N2 0.424 1.265 -1.937
H1 0.044 -2.066 -1.677
H2 1.542 -1.280 -1.390
H3 0.229 -0.291 0.839
H4 -1.741 -1.891 0.858
H5 -0.567 -3.063 0.056
H6 0.512 -2.200 2.502
H7 -0.780 -0.324 -2.835
H8 -1.272 -0.051 -1.348
H9 -0.039 1.999 -1.395
H10 1.372 1.087 -1.652
H11 -0.631 2.468 1.045
H12 -1.868 2.337 0.176
O2 -1.120 3.012 0.307
H13 1.816 2.225 1.451
H14 1.550 1.435 2.752
O3 1.136 2.066 2.149

Properties
SMILES: NCCNCO.O.O
Frontier orbital gap (eV): 9.088

=====

Model 3:
Density functional theory data (ωB97M-V/def2-TZVPD) for a 3-piece molecular cluster, C3H14N2O3 overall.

Atoms and positions in Å:
C1 -0.199 -1.373 -0.891
N1 -1.125 -0.429 -0.310
C2 -2.272 -0.031 -1.086
O1 -2.882 1.098 -0.478
C3 1.183 -1.197 -0.239
N2 1.048 -1.157 1.222
H1 -0.091 -1.210 -1.957
H2 -0.473 -2.430 -0.731
H3 -1.383 -0.729 0.617
H4 -1.919 0.202 -2.090
H5 -3.080 -0.755 -1.109
H6 -2.188 1.640 -0.079
H7 1.862 -1.993 -0.601
H8 1.624 -0.256 -0.568
H9 1.110 -2.098 1.604
H10 1.811 -0.639 1.650
H11 -0.291 2.593 -0.905
H12 -0.106 1.265 -0.127
O2 0.190 2.201 -0.160
H13 1.777 1.705 1.588
H14 2.875 2.190 2.539
O3 2.528 1.401 2.112

Properties
SMILES: NCCNCO.O.O
Frontier orbital gap (eV): 10.210

=====

If we sort the structures by their calculated energies, the order from most to least stable is model 3, model 1, model 2.

=====

Model 1:
Density functional theory data (ωB97M-V/def2-TZVPD) for a single C3H8NO2 molecule.

Atoms and positions in Å:
O1 -0.443 0.122 -2.030
C1 0.270 -0.240 -0.945
C2 0.219 0.913 -0.065
N1 0.212 0.426 1.351
C3 -1.014 -0.091 1.921
O2 0.908 -1.257 -0.681
H1 -0.026 -0.479 -2.732
H2 -0.526 1.656 -0.329
H3 1.152 1.572 -0.063
H4 1.135 -0.143 1.518
H5 0.333 1.123 2.004
H6 -1.711 -0.901 1.302
H7 -1.753 0.540 2.314
H8 -0.660 -0.752 2.749

Properties
Multiplicity: 2
Frontier orbital gap (alpha / beta) (eV): 4.574 / 11.116

=====

Model 2:
Density functional theory data (ωB97M-V/def2-TZVPD) for a single C3H8NO2 molecule.

Atoms and positions in Å:
O1 -0.606 -0.067 -2.262
C1 0.038 -0.468 -1.092
C2 -0.707 0.038 0.095
N1 0.322 0.591 1.164
C3 -0.309 0.650 2.521
O2 1.205 -0.894 -0.988
H1 -0.084 -0.165 -3.054
H2 -1.290 -0.791 0.478
H3 -1.361 0.820 -0.251
H4 1.086 -0.079 1.208
H5 0.728 1.498 0.874
H6 0.395 1.002 3.276
H7 -0.631 -0.360 2.780
H8 -1.136 1.354 2.562

Properties
Multiplicity: 2
Frontier orbital gap (alpha / beta) (eV): 4.107 / 9.321

=====

If we sort the structures by their calculated energies, the order from most to least stable is model 2, model 1.

=====

Model 1:
Density functional theory data (ωB97M-V/def2-TZVPD) for C27H48ClCoO2P as an isolated structure.

Atoms and positions in Å:
Co1 -0.529 -0.043 1.919
Cl1 -2.204 1.325 1.812
P1 -0.210 0.288 -0.408
C1 -0.739 1.317 4.054
H1 0.030 2.032 3.756
H2 -1.688 1.696 4.450
C2 1.217 -0.562 -1.308
C3 -0.136 2.097 -0.837
C4 2.555 0.149 -1.080
H3 1.254 -1.537 -0.793
C5 3.704 -0.784 -1.480
H4 2.597 1.054 -1.703
H5 2.677 0.481 -0.037
C6 3.586 -1.264 -2.931
H6 4.653 -0.253 -1.337
H7 3.698 -1.648 -0.797
C7 2.183 -1.766 -3.298
H8 3.861 -0.443 -3.607
H9 4.312 -2.065 -3.104
C8 1.060 -0.835 -2.812
H10 2.101 -1.883 -4.388
H11 2.030 -2.758 -2.847
H12 1.115 0.114 -3.371
H13 0.095 -1.299 -3.054
C9 -1.829 -0.247 -1.239
C10 0.371 2.418 -2.248
H14 -1.189 2.409 -0.731
C11 0.085 3.888 -2.549
H15 1.453 2.236 -2.293
H16 -0.089 1.799 -3.032
C12 0.696 4.829 -1.505
H17 0.464 4.130 -3.551
H18 -1.005 4.026 -2.565
C13 0.440 4.406 -0.059
H19 1.778 4.890 -1.674
H20 0.296 5.836 -1.656
C14 0.656 2.905 0.186
H21 1.090 4.968 0.620
H22 -0.596 4.645 0.221
H23 1.728 2.659 0.128
H24 0.348 2.670 1.213
C15 -1.903 -1.776 -1.210
H25 -2.546 0.125 -0.484
C16 -3.256 -2.311 -1.704
H26 -1.094 -2.213 -1.815
H27 -1.725 -2.117 -0.178
C17 -3.742 -1.679 -3.015
H28 -3.179 -3.396 -1.842
H29 -4.003 -2.144 -0.916
C18 -3.611 -0.155 -3.054
H30 -3.194 -2.117 -3.862
H31 -4.793 -1.945 -3.171
C19 -2.242 0.368 -2.597
H32 -3.819 0.200 -4.073
H33 -4.361 0.299 -2.391
H34 -1.497 0.143 -3.376
H35 -2.335 1.467 -2.550
C20 -0.119 -1.800 1.814
C21 -0.511 -0.034 4.265
H36 0.409 -2.176 0.917
C22 -1.626 -0.777 4.955
H37 0.500 -0.452 4.356
C23 -1.555 -2.301 4.967
H38 -1.696 -0.432 6.000
H39 -2.568 -0.455 4.492
C24 -1.586 -2.927 3.579
H40 -0.649 -2.635 5.487
H41 -2.418 -2.678 5.530
C25 -0.218 -2.807 2.868
H42 -1.838 -3.993 3.687
H43 -2.378 -2.457 2.987
H44 0.589 -2.637 3.600
H45 0.040 -3.806 2.481
C26 3.603 -0.752 2.694
O1 2.202 -0.889 2.473
C27 1.448 0.227 2.312
O2 1.885 1.361 2.445
H46 4.141 -1.145 1.828
H47 3.830 -1.354 3.572
H48 3.898 0.287 2.858

Properties
Charge: -1
Multiplicity: 5
Frontier orbital gap (alpha / beta) (eV): 4.462 / 7.145

=====

Model 2:
Density functional theory data (ωB97M-V/def2-TZVPD) for C27H48ClCoO2P as an isolated structure.

Atoms and positions in Å:
Co1 -0.796 0.013 1.690
Cl1 -2.897 0.685 1.610
P1 -0.346 0.235 -0.398
C1 -0.334 0.980 3.141
H1 0.668 1.421 3.191
H2 -1.138 1.605 3.545
C2 1.121 -0.656 -1.140
C3 -0.277 2.031 -0.913
C4 2.440 0.025 -0.820
H3 1.108 -1.629 -0.616
C5 3.602 -0.886 -1.210
H4 2.519 0.972 -1.375
H5 2.548 0.305 0.272
C6 3.561 -1.273 -2.695
H6 4.544 -0.379 -0.971
H7 3.552 -1.786 -0.581
C7 2.184 -1.794 -3.130
H8 3.816 -0.388 -3.296
H9 4.327 -2.031 -2.906
C8 1.028 -0.913 -2.648
H10 2.141 -1.878 -4.224
H11 2.039 -2.807 -2.729
H12 1.065 0.049 -3.180
H13 0.079 -1.385 -2.924
C9 -1.869 -0.477 -1.252
C10 0.300 2.302 -2.307
H14 -1.346 2.310 -0.923
C11 0.147 3.781 -2.682
H15 1.365 2.036 -2.336
H16 -0.201 1.695 -3.072
C12 0.784 4.713 -1.643
H17 0.595 3.953 -3.670
H18 -0.923 4.013 -2.774
C13 0.356 4.397 -0.207
H19 1.877 4.641 -1.724
H20 0.520 5.749 -1.883
C14 0.394 2.901 0.159
H21 0.983 4.954 0.497
H22 -0.675 4.748 -0.064
H23 1.434 2.576 0.336
H24 -0.123 2.750 1.121
C15 -1.871 -2.006 -1.180
H25 -2.679 -0.130 -0.587
C16 -3.228 -2.571 -1.620
H26 -1.073 -2.419 -1.814
H27 -1.657 -2.342 -0.152
C17 -3.697 -2.025 -2.976
H28 -3.169 -3.666 -1.657
H29 -3.972 -2.311 -0.854
C18 -3.596 -0.499 -3.083
H30 -3.103 -2.486 -3.776
H31 -4.736 -2.328 -3.147
C19 -2.231 0.054 -2.644
H32 -3.799 -0.179 -4.113
H33 -4.367 -0.044 -2.445
H34 -1.466 -0.225 -3.384
H35 -2.276 1.153 -2.639
C20 0.103 -1.386 2.539
C21 -0.359 -0.521 3.639
H36 1.176 -1.249 2.296
C22 -1.652 -0.917 4.383
H37 0.435 -0.543 4.404
C23 -1.747 -2.436 4.573
H38 -1.620 -0.410 5.357
H39 -2.528 -0.542 3.832
C24 -1.557 -3.196 3.262
H40 -0.973 -2.760 5.285
H41 -2.716 -2.700 5.017
C25 -0.265 -2.853 2.504
H42 -1.571 -4.268 3.480
H43 -2.412 -2.998 2.602
H44 0.579 -3.428 2.927
H45 -0.379 -3.177 1.458
C26 3.184 1.467 3.863
C27 3.153 0.669 2.584
O1 3.421 -0.550 2.672
O2 2.844 1.313 1.511
H46 4.196 1.429 4.278
H47 2.530 1.013 4.616
H48 2.907 2.512 3.717

Properties
Charge: -1
Multiplicity: 5
Frontier orbital gap (alpha / beta) (eV): 6.478 / 7.592

=====

If we sort the structures by their calculated energies, the order from most to least stable is model 2, model 1.